Entry 1:
The following is a quantum chemistry calculation of a structure of composition C35H48InN9O4PSi at a distorted geometry, from OMol25.

Each line ends with the Löwdin charge.
Atoms and positions in Å:
1 In 0.668152 -1.130191 -0.892129  0.896
2 N 1.497100 -4.416606 0.259624  0.144
3 C 2.185695 -3.369178 0.795112  -0.500
4 N 3.167970 -3.560160 1.603571  0.052
5 N 3.558667 -2.267157 1.989316  -0.037
6 N 2.856672 -1.406706 1.342037  -0.089
7 N 2.061385 -2.050383 0.474660  -0.038
8 C 0.647271 -4.414223 -0.833907  -0.504
9 N 0.058674 -5.502115 -1.260889  0.034
10 N -0.708506 -5.049107 -2.266452  -0.093
11 N -0.595132 -3.799289 -2.397850  -0.077
12 N 0.261628 -3.325451 -1.473360  -0.026
13 H 1.997183 -5.261533 0.544144  0.151
14 C 3.946961 1.030029 0.405274  -0.105
15 C 3.989832 2.515281 0.423306  -0.267
16 C 4.890477 3.196943 1.194284  -0.051
17 C 4.981265 4.584402 1.145182  -0.086
18 C 4.059044 5.266748 0.387025  -0.102
19 C 3.101552 4.603298 -0.378990  -0.078
20 C 3.049532 3.216282 -0.400627  -0.319
21 P 1.807580 2.225254 -1.193554  1.124
22 C 0.498428 3.373491 -1.656457  -0.327
23 C -0.673419 3.307755 -0.941648  -0.101
24 C -1.684868 4.254004 -1.038024  -0.075
25 C -1.625389 5.276020 -2.002293  -0.081
26 C -0.503634 5.286764 -2.798105  -0.080
27 C 0.540913 4.361418 -2.684998  -0.256
28 C 1.618290 4.329814 -3.741925  -0.047
29 C 2.646407 1.489389 -2.659204  -0.337
30 C 3.911992 1.809630 -3.094228  -0.105
31 C 4.495124 1.059131 -4.109877  -0.093
32 C 3.818798 0.020347 -4.773868  -0.082
33 C 2.537435 -0.265433 -4.363048  -0.069
34 C 1.998104 0.418923 -3.297144  -0.312
35 C 0.641299 -0.068025 -2.784859  -0.195
36 H 4.623539 0.450806 1.055623  0.084
37 H 4.117626 0.659361 -0.607864  0.075
38 H 2.997202 0.627309 0.785641  0.033
39 H 5.704009 2.658740 1.634978  0.106
40 H 5.692133 5.202471 1.677912  0.098
41 H 4.054595 6.338307 0.277005  0.094
42 H 2.361293 5.151163 -0.905143  0.085
43 H -0.817804 2.500094 -0.215538  0.096
44 H -2.549897 4.125660 -0.438697  0.086
45 H -2.457501 5.982743 -2.227274  0.113
46 H -0.416406 6.053594 -3.617859  0.119
47 H 1.535616 5.170915 -4.480346  0.091
48 H 1.658719 3.410309 -4.272971  0.065
49 H 2.590082 4.483441 -3.258252  0.071
50 H 4.423023 2.610042 -2.665887  0.089
51 H 5.419205 1.360622 -4.596056  0.093
52 H 4.381520 -0.491100 -5.642945  0.129
53 H 1.949190 -1.021769 -4.825968  0.106
54 H 0.247372 -0.703981 -3.549141  0.038
55 H -0.092169 0.690740 -2.553682  0.026
56 C -0.469698 -4.095200 3.301191  -0.035
57 C -1.656941 -3.693222 2.476444  -0.639
58 C -2.058887 -4.862179 1.609966  -0.008
59 C -2.775282 -3.382478 3.426254  -0.040
60 O -1.197801 -2.569105 1.677528  -0.090
61 Si -1.975361 -1.231068 1.155128  0.026
62 O -0.964001 -0.568495 0.135925  -0.301
63 O -2.294740 -0.137634 2.342475  -0.089
64 C -1.565075 0.635434 3.262987  -0.653
65 C -1.585772 -0.018588 4.643041  -0.026
66 C -2.265224 2.024640 3.289081  -0.010
67 C -0.163565 0.765199 2.770757  -0.037
68 O -3.377081 -1.905028 0.584043  -0.093
69 C -4.320745 -1.744807 -0.431499  -0.625
70 C -3.649220 -1.430396 -1.800259  -0.019
71 C -5.370911 -0.745388 0.067205  -0.034
72 C -4.994880 -3.147032 -0.616472  -0.028
73 H -0.553748 -4.999372 3.895336  0.089
74 H -0.134860 -3.246488 3.921942  0.099
75 H 0.308884 -4.367059 2.648777  0.046
76 H -2.315911 -5.694311 2.311440  0.105
77 H -1.239165 -5.184010 0.962726  0.073
78 H -2.921986 -4.615724 1.091968  0.044
79 H -2.966343 -4.240349 4.069997  0.087
80 H -3.768129 -3.146461 2.888420  0.114
81 H -2.510170 -2.499669 4.001101  0.057
82 H -2.583848 -0.050100 5.094846  0.085
83 H -0.935597 0.557369 5.366903  0.106
84 H -1.269098 -1.034784 4.569467  0.048
85 H -3.212331 1.983136 3.804126  0.073
86 H -2.470639 2.273232 2.254703  0.075
87 H -1.575511 2.708372 3.776619  0.081
88 H 0.248584 -0.207262 2.670880  0.073
89 H 0.459256 1.407028 3.429441  0.109
90 H -0.246684 1.251379 1.823861  0.061
91 H -3.105153 -0.483655 -1.696317  0.074
92 H -4.383943 -1.324797 -2.564173  0.065
93 H -2.887718 -2.190020 -2.135658  0.091
94 H -4.952321 0.318655 0.214552  0.108
95 H -5.776636 -1.030243 1.023501  0.072
96 H -6.184228 -0.580577 -0.635087  0.072
97 H -4.222879 -3.847431 -0.817214  0.062
98 H -5.758912 -3.302735 -1.346360  0.066
99 H -5.479559 -3.347611 0.386773  0.098

Cartesian forces (eV/Å) of the 6 atoms listed first:
In -0.205 -0.936 -0.416
N 0.685 -0.685 0.386
C -0.041 1.184 -1.988
N 1.002 1.155 1.936
N -0.855 -0.833 -0.619
N 0.987 -0.718 0.210

Net charge: -1
Multiplicity: 1
Energy above the lowest of the compared OMol25 structures with the same formula, charge and spin (kJ/mol): 158.1
HOMO-LUMO gap (Ha): 0.2939
E_LUMO (eV): 2.32



Entry 2:
The following is a quantum chemistry calculation of a structure of composition C35H48MnN5O2S4Sb at a distorted geometry, from OMol25.

Each line ends with the Mulliken spin population.
Atoms and positions in Å:
1 Mn -0.946572 1.013027 0.525378  4.832
2 C -1.788365 -0.533266 -5.091716  -0.001
3 C -0.893706 0.662935 -4.788844  0.014
4 N -1.489804 1.596326 -3.840098  0.001
5 C -1.535547 1.389769 -2.502124  -0.012
6 S -0.372307 0.353899 -1.747885  0.081
7 N -2.522461 2.058001 -1.905008  -0.016
8 N -2.440721 2.069655 -0.547296  -0.050
9 C -3.430579 2.529375 0.118584  0.008
10 C -4.739260 2.937163 -0.476313  0.000
11 C -3.202957 2.689773 1.589978  0.041
12 C -4.175650 3.246242 2.399256  0.002
13 C -3.903858 3.454328 3.747185  0.001
14 C -2.662444 3.114549 4.234642  0.000
15 C -1.746072 2.553515 3.355560  0.005
16 N -2.011425 2.324331 2.073115  0.057
17 H -1.388648 -1.112391 -5.926753  0.000
18 H -2.798794 -0.208122 -5.354165  0.000
19 H -1.854337 -1.184483 -4.216472  0.001
20 H -0.659907 1.217476 -5.697024  0.000
21 H 0.046044 0.329331 -4.358044  -0.005
22 H -2.293133 2.118006 -4.164237  -0.001
23 H -4.689448 2.846158 -1.554124  0.000
24 H -4.988863 3.968832 -0.218374  0.001
25 H -5.540315 2.297301 -0.096796  0.002
26 H -5.131731 3.519027 1.973631  0.001
27 H -4.653763 3.885637 4.399076  0.000
28 H -2.393045 3.269065 5.270265  0.000
29 H -0.759685 2.269829 3.697897  -0.004
30 O -2.426123 -0.624834 0.876364  0.001
31 C -2.400204 -1.846505 0.955653  -0.018
32 C -1.115881 -2.627268 0.925780  0.044
33 C -1.183544 -3.565454 -0.307621  -0.004
34 C -1.963426 -2.985464 -1.513977  -0.004
35 C -3.484984 -3.235527 -1.498108  0.000
36 C -4.240991 -2.420764 -0.445133  -0.002
37 N -3.562715 -2.581315 0.862621  0.002
38 H -0.960359 -3.183921 1.853512  0.002
39 H -0.307945 -1.903977 0.831670  -0.017
40 H -1.628098 -4.525723 -0.025628  0.000
41 H -0.159297 -3.780441 -0.615489  0.000
42 H -1.563086 -3.433930 -2.424843  0.000
43 H -1.765040 -1.912025 -1.593670  0.004
44 H -3.663135 -4.301454 -1.310596  0.000
45 H -3.901118 -3.014979 -2.485132  0.000
46 H -5.279095 -2.737947 -0.362721  0.000
47 H -4.225209 -1.358876 -0.684213  0.001
48 H -3.399409 -3.559743 1.058530  -0.001
49 C 5.527925 -0.729968 -3.339364  0.000
50 C 5.237227 -0.168854 -1.943433  0.000
51 Sb 3.157207 0.308549 -1.523332  -0.014
52 C 2.501842 -1.700498 -2.054747  0.001
53 C 2.031803 -1.938634 -3.490583  0.000
54 C 2.868984 1.383007 -3.387228  0.001
55 C 1.991447 2.642976 -3.229629  0.002
56 H 6.594589 -0.932856 -3.477630  0.000
57 H 5.226525 -0.037935 -4.128548  0.000
58 H 4.998151 -1.671132 -3.506818  0.000
59 H 5.809115 0.747143 -1.765229  0.000
60 H 5.543817 -0.884767 -1.174699  0.000
61 H 1.701462 -1.935857 -1.350617  0.000
62 H 3.354718 -2.340356 -1.813273  0.000
63 H 1.125577 -1.367934 -3.695465  0.003
64 H 1.797507 -2.995643 -3.661079  0.000
65 H 2.787059 -1.649852 -4.225146  0.000
66 H 2.458771 0.693279 -4.126789  -0.001
67 H 3.870778 1.655051 -3.721283  0.000
68 H 1.126965 2.622295 -3.894067  0.000
69 H 2.559734 3.547252 -3.458309  0.000
70 H 1.598642 2.760549 -2.218703  0.002
71 O 0.583258 0.268910 1.471466  0.010
72 C 1.313437 0.091274 2.621524  -0.008
73 C 1.773374 1.454502 3.131324  0.008
74 C 2.120859 1.883325 4.377623  0.002
75 C 2.511463 3.258196 4.399043  0.001
76 C 2.453423 3.828306 3.163772  0.002
77 S 1.937311 2.711652 1.975517  -0.004
78 C 2.552903 -0.744620 2.284093  0.003
79 C 3.866594 -0.510429 2.548670  0.001
80 C 4.722910 -1.572713 2.119169  0.000
81 C 4.032671 -2.590388 1.540199  0.001
82 S 2.352277 -2.266076 1.509321  -0.001
83 C 0.540147 -0.621619 3.751112  -0.007
84 C -0.796817 -0.602315 4.006423  -0.002
85 C -1.164719 -1.343420 5.169432  0.002
86 C -0.089829 -1.911366 5.781697  0.000
87 S 1.357389 -1.563259 4.943825  0.001
88 H 2.092100 1.245908 5.252699  0.000
89 H 2.813951 3.787213 5.293987  0.000
90 H 2.681420 4.848424 2.891550  0.000
91 H 4.222042 0.395849 3.021179  0.000
92 H 5.798278 -1.568229 2.239672  0.000
93 H 4.416354 -3.507497 1.119547  0.000
94 H -1.510260 -0.090781 3.379004  0.031
95 H -2.181333 -1.433491 5.529976  0.000
96 H -0.072037 -2.528315 6.667854  0.000

Cartesian forces (eV/Å) of the 6 atoms listed first:
Mn 0.548 -0.547 0.669
C -0.018 -0.003 0.034
C -0.075 0.115 0.178
N -0.090 -0.300 -0.261
C -0.308 0.251 0.353
S 0.072 0.121 -0.443

Multiplicity: 6
Energy above the lowest of the compared OMol25 structures with the same formula, charge and spin (kJ/mol): 0.0
<S²>: 8.76
HOMO-LUMO gap (spin up / spin down) (Ha): 0.2648 / 0.2616
E_LUMO (spin up / spin down) (eV): -0.06 / -0.16



Entry 3:
The following is a quantum chemistry calculation of a structure of composition C35H48N2O2P2PdSi2 at a distorted geometry, from OMol25.

Each line ends with the Löwdin charge.
Atoms and positions in Å:
1 Pd 1.372035 -0.783717 -0.802012  0.282
2 C -2.775150 -4.739099 1.486146  -0.214
3 Si -1.890268 -3.930145 0.008539  0.269
4 C -0.875146 -5.351609 -0.737470  -0.200
5 C -3.297724 -3.672025 -1.229459  -0.192
6 N -0.866968 -2.681278 0.439067  -0.267
7 P -0.967419 -1.072507 0.410951  0.582
8 C 0.389812 -0.241365 1.054448  -0.472
9 P 0.668272 1.374574 0.560674  0.577
10 N 2.166518 1.936223 0.805740  -0.263
11 Si 3.109968 3.136988 0.139158  0.259
12 C 2.343897 4.769240 -0.475515  -0.200
13 C 4.209303 2.551221 -1.312689  -0.194
14 C 4.325935 3.730404 1.468661  -0.216
15 C -0.274298 2.479921 1.771272  -0.257
16 C -0.449277 3.859808 1.617422  -0.105
17 C -0.989287 4.638031 2.635957  -0.116
18 C -1.360660 4.051940 3.843920  -0.133
19 C -1.187445 2.684007 4.015262  -0.108
20 C -0.653055 1.910653 2.988337  -0.104
21 C 0.018546 2.054990 -1.049261  -0.285
22 C 0.828923 1.915844 -2.181860  -0.133
23 C 0.415014 2.363089 -3.424044  -0.100
24 C -0.845843 2.936540 -3.573303  -0.121
25 C -1.674667 3.054621 -2.469782  -0.101
26 C -1.240749 2.618581 -1.215556  -0.104
27 C -1.756776 -0.701248 -1.241128  -0.276
28 C -0.966409 -1.036166 -2.351621  -0.126
29 C -1.444436 -0.878515 -3.641889  -0.101
30 C -2.730129 -0.383485 -3.854489  -0.124
31 C -3.531417 -0.077232 -2.766864  -0.113
32 C -3.049147 -0.242657 -1.468050  -0.112
33 C -2.340857 -0.633908 1.617786  -0.257
34 C -3.038584 0.576116 1.614697  -0.124
35 C -3.924515 0.910259 2.634057  -0.110
36 C -4.109843 0.051916 3.708872  -0.130
37 C -3.382780 -1.134151 3.761222  -0.108
38 C -2.511985 -1.467978 2.730240  -0.104
39 H -3.283078 -5.664574 1.175855  0.010
40 H -3.523577 -4.064471 1.918900  0.006
41 H -2.057004 -4.992722 2.277463  0.015
42 H -1.526927 -6.051249 -1.278453  0.009
43 H -0.346912 -5.916425 0.041907  0.011
44 H -0.125812 -4.959516 -1.436756  0.015
45 H -3.799416 -4.626356 -1.431338  0.013
46 H -2.931598 -3.263861 -2.179100  0.016
47 H -4.041379 -2.967570 -0.841145  0.019
48 H 1.452585 4.613188 -1.092215  0.007
49 H 3.079558 5.317040 -1.077919  0.012
50 H 2.060723 5.404823 0.373510  0.011
51 H 4.009293 1.499405 -1.542507  -0.001
52 H 5.274839 2.637931 -1.057473  0.009
53 H 4.032448 3.137561 -2.223717  0.009
54 H 3.771523 4.193971 2.295020  0.012
55 H 5.038215 4.471654 1.071705  0.009
56 H 4.896760 2.887017 1.878868  0.009
57 H -0.144035 4.337058 0.692006  0.081
58 H -1.114984 5.707258 2.493041  0.084
59 H -1.775143 4.659848 4.641339  0.079
60 H -1.481438 2.215962 4.949991  0.091
61 H -0.517691 0.838589 3.105023  0.084
62 H 1.793126 1.447281 -2.064437  0.066
63 H 1.063975 2.255914 -4.288016  0.093
64 H -1.183524 3.273286 -4.548331  0.085
65 H -2.669211 3.474258 -2.580858  0.092
66 H -1.898305 2.715508 -0.360086  0.085
67 H 0.048231 -1.441193 -2.146102  0.062
68 H -0.815794 -1.134290 -4.488895  0.092
69 H -3.103121 -0.244956 -4.863207  0.084
70 H -4.539576 0.292321 -2.923606  0.088
71 H -3.706845 -0.030687 -0.635727  0.083
72 H -2.864420 1.287725 0.813108  0.081
73 H -4.452641 1.858028 2.600649  0.094
74 H -4.802996 0.310978 4.501595  0.081
75 H -3.495448 -1.798796 4.610809  0.086
76 H -1.934178 -2.384124 2.763658  0.081
77 C 4.256591 -0.859521 0.593054  -0.102
78 O 4.124468 -1.330173 -0.753143  -0.221
79 C 4.589505 -2.637391 -0.957729  -0.239
80 C 3.511175 -3.508902 -1.604803  -0.222
81 O 2.254621 -3.407895 -0.992874  -0.226
82 C 2.194908 -4.010043 0.289595  -0.110
83 H 5.309951 -0.622443 0.800467  0.082
84 H 3.900538 -1.608261 1.300824  0.075
85 H 3.645093 0.028297 0.708658  0.038
86 H 4.920843 -3.080229 -0.013625  0.107
87 H 5.454682 -2.620330 -1.633492  0.115
88 H 3.864486 -4.552465 -1.607385  0.116
89 H 3.368022 -3.186467 -2.638753  0.120
90 H 2.284434 -5.102007 0.197050  0.082
91 H 1.229556 -3.732994 0.706650  0.056
92 H 2.991515 -3.642875 0.943474  0.070

Cartesian forces (eV/Å) of the 6 atoms listed first:
Pd 0.834 -0.344 0.077
C -0.062 -0.079 0.126
Si 0.306 -0.156 0.142
C 0.063 -0.106 -0.087
C -0.032 0.274 -0.144
N -0.463 0.339 -0.048

Net charge: -2
Multiplicity: 1
Energy above the lowest of the compared OMol25 structures with the same formula, charge and spin (kJ/mol): 56.1
HOMO-LUMO gap (Ha): 0.1791
E_LUMO (eV): 4.77